Here is a molecular structure, C20H37N6PS5Sc at a distorted geometry from the OMol25 dataset. Energies are from ωB97M-V with the def2-TZVPD basis set.

## Properties
HOMO-LUMO gap (eV): 6.2
Energy relative to the best compared isomer or geometry (same formula, charge and spin) (eV): 0.753

```
! RIJCOSX wB97M-V def2-TZVPD def2/J DEFGRID3
* xyz 1 1
H 4.6705 5.1082 -4.3265
C 5.0880 -0.8720 0.1701
H -2.4238 1.0604 -4.1087
H 0.4267 -4.6262 -0.3570
H -2.3601 -3.6609 3.3619
P -1.1912 -1.6297 1.2234
C -1.2723 -3.6041 3.3298
C 2.5627 3.6784 -1.4314
C 3.1874 -0.4789 -1.0930
H 3.5893 1.4154 -1.7412
H 0.7728 -3.8526 1.1901
H -0.9556 -0.1726 3.7569
H -4.1907 1.1854 -4.1342
H 6.0470 0.4884 -1.2647
C -1.2196 -1.1976 4.0118
H -2.6482 -2.7745 -1.2508
H -1.0633 -2.1205 -1.7006
H -3.9375 -2.3602 2.6881
H -3.2890 0.1186 2.8142
N -1.3035 0.9744 -1.0207
C -2.2404 1.2926 -1.6209
Sc 0.4237 0.4755 0.3690
H -0.7319 -1.4440 4.9558
N 3.9438 0.5847 -1.2703
H -4.3354 2.1053 -0.5336
H 0.3095 -2.2053 2.9281
C 4.0983 3.3778 -3.1292
S 1.5852 -0.6529 -1.6942
H -0.9116 -4.3896 2.6696
N -3.3078 1.6154 -2.2925
H 1.0105 -2.9629 -0.3254
H -2.6892 0.9429 1.3884
C -2.9955 -1.2093 1.1062
H -4.3774 0.4029 1.4645
H -1.7022 -3.9181 0.6918
H 3.3552 -2.1927 0.0016
S 2.0208 1.8074 4.3187
C -3.3481 0.1441 1.7276
S 1.6014 3.1873 -0.1574
H 5.3316 1.3147 0.1353
C 0.3741 -3.6838 0.1912
C 5.2166 0.4841 -0.5588
H -4.9791 -2.0279 1.3127
C -0.7855 -2.2049 2.9442
S 2.1744 -0.0188 1.9775
H 4.7398 2.6786 -3.6560
H 4.9868 -0.7424 1.2470
N 3.8435 -1.4075 -0.3930
H -2.2973 -1.2502 4.1796
C 4.0759 4.7311 -3.5109
H -4.4391 3.3318 -1.8155
H 5.9245 -1.5343 -0.0404
S -0.1232 1.8855 2.2618
H -3.7409 -3.2732 1.1882
H -5.3588 1.8143 -1.9517
N 3.3944 2.8745 -2.1434
C -4.4286 2.2616 -1.6050
H -1.3762 -3.8484 -1.8171
C -1.0682 -3.1716 0.2076
H 3.1868 6.6096 -2.9242
N 2.5549 5.0168 -1.7643
H -3.1227 -1.1077 0.0218
C -1.5737 -2.9570 -1.2191
C -3.2749 1.6363 -3.7556
C 1.3935 1.2606 2.9232
H 1.9562 5.6024 -1.1960
H -3.1979 2.6611 -4.1214
C -3.9583 -2.2882 1.6004
H -0.9064 -3.8317 4.3329
C 3.2796 5.5444 -2.7667
*
```